(1)
DFT (ωB97M-V with the def2-TZVPD basis set) results for C34H29BrN6O6P2S6Y as an isolated structure.

* E_HOMO: -4.277 eV
* total charge: -1
* energy above the lowest of the compared OMol25 structures with the same formula, charge and spin: 13.5 kcal per mole
* spin multiplicity: 1
* E: -211640.3298 eV
* orbital gap: 0.199 hartree

Each line ends with the Mulliken charge.
Cartesian coordinates (Å):
Y 0.462 0.035 0.204  -0.548
Br 4.904 -2.630 -2.674  -0.169
S 4.532 1.580 3.482  -0.154
S -2.541 2.248 7.277  0.084
S -4.424 2.536 -1.173  1.243
S 5.073 -1.205 2.767  -0.183
S 2.469 -1.584 1.336  -0.385
S 1.843 1.631 2.165  -0.324
P 2.265 2.093 -1.084  1.337
P 0.937 -0.112 -3.127  1.560
O -0.057 -1.972 -0.431  0.793
O 6.744 0.300 4.150  -0.631
O -1.252 0.718 -1.054  0.899
O -4.581 3.632 -0.251  -0.690
O -5.202 2.566 -2.382  -0.741
O -1.003 -3.977 -0.452  -0.792
N 2.245 -5.742 -2.273  -0.678
N -2.835 2.303 -1.489  -0.476
N -0.986 1.825 1.457  1.083
N -0.756 -0.703 2.320  0.945
N -2.391 3.108 5.916  -0.715
N -2.099 0.792 6.729  -0.724
C 2.039 3.861 -0.683  -1.488
C 2.432 0.854 -3.606  -1.065
C -2.441 1.133 -1.040  -0.418
C -3.380 -0.991 0.106  -0.258
C -1.884 3.898 3.075  -0.844
C -1.257 -1.451 4.944  -0.590
C -0.655 -1.969 2.697  -0.393
C 3.362 -3.645 -2.250  -0.491
C 4.001 1.789 -0.595  -1.319
C -1.813 0.938 5.447  0.714
C -0.385 0.841 -3.964  -1.798
C -3.498 0.293 -0.402  0.425
C 1.168 -3.799 -1.362  -0.008
C 5.676 0.235 3.592  0.620
C 3.531 -0.540 2.242  0.143
C 1.205 -5.150 -1.695  -0.432
C 3.283 0.739 2.576  -0.194
C -1.981 2.272 4.978  0.771
C -1.718 2.613 3.596  0.748
C -0.895 -2.387 4.004  -1.144
C -5.693 -0.818 0.805  -0.453
C -1.126 0.217 3.222  -0.424
C -1.614 4.113 1.747  -1.441
C -4.686 0.989 -0.333  -0.368
C -0.062 -3.231 -0.695  -0.067
C 2.411 2.219 -2.923  -1.353
C -5.807 0.463 0.273  -0.700
C -1.271 1.600 2.749  -0.759
C 1.091 -1.531 -4.282  -1.461
C -1.392 -0.119 4.552  0.638
C 2.282 -3.029 -1.648  -0.055
C -1.159 3.044 0.973  -0.600
C -4.504 -1.537 0.715  -1.113
C 3.312 -4.996 -2.544  -0.043
H -6.549 -1.267 1.294  0.401
H -1.447 -1.722 5.974  0.531
H -4.455 -2.539 1.121  0.484
H -0.067 1.163 -4.959  0.500
H -0.692 1.700 -3.369  0.247
H 2.009 3.973 0.400  0.313
H 3.305 2.800 -3.170  0.617
H 4.157 -5.488 -3.012  0.390
H 0.340 -5.763 -1.476  0.494
H -1.754 5.080 1.288  0.540
H -0.950 3.177 -0.079  0.576
H 0.336 -2.282 -4.049  0.323
H -0.375 -2.675 1.926  0.324
H 3.308 0.277 -3.291  0.130
H -2.233 4.693 3.721  0.541
H 1.548 2.796 -3.270  0.352
H 0.962 -1.204 -5.317  0.511
H -0.781 -3.431 4.258  0.496
H 4.142 2.143 0.426  0.298
H 2.861 4.457 -1.088  0.507
H -1.262 0.199 -4.065  0.439
H 2.490 0.965 -4.694  0.571
H 2.071 -1.998 -4.181  0.349
H 4.687 2.309 -1.267  0.508
H -6.733 1.018 0.329  0.447
H -2.452 -1.548 0.011  1.021
H 4.219 0.720 -0.602  0.263
H 1.103 4.219 -1.113  0.387
H 2.313 -1.980 -1.399  0.929


(2)
DFT (ωB97M-V with the def2-TZVPD basis set) results for a 9-piece molecular cluster, C50H44Cl2N8O16 overall in a non-equilibrium geometry.

* E_HOMO: -9.997 eV
* energy above the lowest of the compared OMol25 structures with the same formula, charge and spin: 58.3 kcal per mole
* spin multiplicity: 1
* E: -122263.9291 eV
* orbital gap: 0.335 hartree

Each line ends with the Mulliken charge.
Cartesian coordinates (Å):
Cl -1.249 1.228 -2.565  -0.193
Cl -3.111 -1.002 -0.566  -0.178
O 8.271 -3.948 3.453  -0.592
O -6.548 -3.654 -4.634  -0.577
O 3.664 4.953 -0.448  -0.583
O 3.684 -4.509 -5.745  -0.555
O -7.582 -5.286 -3.787  -0.579
O -1.121 -10.347 5.635  -0.558
O -5.271 8.696 -1.773  -0.589
O 8.055 -1.921 2.768  -0.582
O 2.008 6.137 0.225  -0.570
O -1.913 8.763 10.430  -0.518
O 0.618 -0.258 4.912  -0.573
O 1.164 -2.278 5.516  -0.577
O 5.620 -5.274 -6.459  -0.557
O -3.678 8.795 -3.246  -0.583
O 0.025 -8.901 4.477  -0.554
O -1.835 10.491 9.055  -0.536
N -6.639 -4.828 -4.410  0.954
N 2.931 5.917 -0.546  0.946
N 1.316 -1.028 5.544  0.958
N -1.966 9.251 9.296  0.840
N 4.768 -4.370 -6.294  0.920
N -4.667 8.260 -2.790  0.974
N -0.970 -9.596 4.636  0.889
N 7.685 -3.089 2.801  0.969
C -3.308 -10.482 3.790  -0.194
C -1.771 1.414 -0.870  -0.418
C -5.171 6.982 -3.371  0.190
C -2.334 5.990 7.336  -0.564
C 2.414 -0.456 6.312  0.190
C 4.471 -2.639 1.041  -0.419
C -5.559 -5.758 -4.893  0.113
C -3.264 -6.112 -5.765  -0.401
C -4.303 -5.256 -5.347  -0.348
C -4.483 6.514 -4.486  -0.319
C 5.685 -2.413 1.575  -0.301
C 4.689 -0.842 -7.779  -0.428
C 6.239 -3.095 -7.819  0.041
C 3.100 8.395 -4.033  -0.368
C -2.285 8.285 8.166  0.220
C 2.468 7.978 -1.740  -0.199
C -6.838 5.286 -3.567  -0.389
C 4.361 0.586 8.072  -0.397
C -2.155 -8.634 2.692  -0.252
C -6.161 4.763 -4.660  -0.468
C -3.177 0.763 -0.587  -0.416
C 3.349 -1.327 6.919  -0.389
C -4.715 -7.957 -5.333  -0.274
C 6.637 -2.004 -8.607  -0.516
C -4.358 -10.370 2.888  -0.456
C 3.959 -3.933 0.967  -0.547
C -2.109 6.896 8.390  -0.251
C -4.969 5.314 -5.067  -0.384
C -5.747 -7.138 -4.908  -0.338
C -2.842 8.739 6.940  -0.257
C -6.351 6.423 -2.923  -0.372
C 3.094 6.781 -1.706  0.094
C -2.911 6.466 6.119  -0.332
C 6.384 -3.421 2.263  0.160
C 2.482 0.941 6.584  -0.356
C 4.353 -1.955 -7.005  -0.262
C -3.128 7.849 5.899  -0.425
C 2.472 8.795 -2.876  -0.416
C 4.675 -4.926 1.645  -0.268
C 3.522 1.464 7.354  -0.368
C -3.479 -7.500 -5.741  -0.474
C -3.172 -8.558 1.790  -0.479
C -2.154 -9.626 3.688  0.052
C 3.878 7.187 -3.994  -0.440
C 5.126 -3.142 -7.011  -0.120
C 5.852 -4.682 2.316  -0.451
C 4.226 -0.809 7.864  -0.433
C 5.885 -0.816 -8.522  -0.373
C -4.252 -9.491 1.859  -0.375
C 3.930 6.444 -2.836  -0.360
H -1.910 2.486 -0.737  0.259
H 3.398 -1.911 -6.503  0.388
H 6.368 -5.462 2.857  0.465
H 4.970 1.057 8.829  0.363
H 1.968 8.344 -0.855  0.394
H -4.913 -9.019 -5.325  0.342
H 1.883 1.631 6.010  0.394
H 3.332 -2.383 6.696  0.445
H -6.645 3.940 -5.164  0.376
H -1.304 -7.969 2.679  0.412
H -3.106 5.815 5.281  0.352
H -3.980 1.039 -1.270  0.306
H -3.588 6.959 -4.896  0.415
H 3.942 -1.792 0.629  0.406
H -1.588 6.550 9.270  0.379
H -3.270 -11.176 4.616  0.423
H -3.552 8.278 5.003  0.364
H -3.104 9.763 6.717  0.361
H -2.350 4.932 7.549  0.368
H -7.610 4.704 -3.085  0.353
H 4.853 -1.495 8.415  0.362
H 6.058 -1.404 1.480  0.402
H 4.002 -0.012 -7.840  0.358
H 3.102 -4.217 0.375  0.401
H -4.183 -4.185 -5.427  0.409
H 2.017 9.771 -2.795  0.360
H -2.361 -5.701 -6.192  0.376
H -4.356 4.980 -5.891  0.370
H -6.620 -7.590 -4.461  0.406
H 4.585 6.971 -4.781  0.358
H 6.867 -3.956 -7.992  0.370
H 4.252 -5.919 1.605  0.358
H -3.142 -7.847 0.977  0.370
H -3.496 1.093 0.402  0.286
H -5.040 -9.277 1.153  0.347
H -6.903 6.832 -2.089  0.425
H 6.192 0.045 -9.097  0.366
H 7.510 -2.055 -9.242  0.370
H 2.969 8.952 -4.949  0.382
H 4.477 5.514 -2.789  0.404
H -5.228 -10.999 3.002  0.373
H 3.634 2.531 7.479  0.380
H -2.666 -8.157 -6.011  0.391
H -0.981 1.220 -0.144  0.353


(3)
DFT (ωB97M-V with the def2-TZVPD basis set) results for one molecule with the formula C6H9N.

* E_HOMO: -8.536 eV
* energy above the lowest of the compared OMol25 structures with the same formula, charge and spin: 139.2 kcal per mole
* spin multiplicity: 1
* E: -7852.1214 eV
* orbital gap: 0.321 hartree

Each line ends with the Mulliken charge.
Cartesian coordinates (Å):
N -0.048 -1.484 0.789  -0.361
C -0.357 3.844 0.126  0.187
C -1.234 -0.744 0.387  -0.303
C 0.513 -2.218 -0.339  -0.825
C 0.165 1.238 -0.111  -0.206
C -1.145 0.540 -0.316  -0.638
C -0.064 2.684 -0.002  -0.660
H -0.302 -2.141 1.521  0.255
H -0.246 -2.759 -0.932  0.319
H 1.028 -1.525 -1.016  0.220
H -0.637 4.869 0.228  0.397
H 0.722 1.019 -1.042  0.203
H -2.028 -1.380 -0.040  0.409
H 1.251 -2.941 0.016  0.340
H 0.790 0.849 0.708  0.312
H -1.701 -0.264 1.281  0.352